The following is a quantum chemistry calculation of C66H58GeN8OS3Sb3Ti as an isolated structure at a distorted geometry, from the OMol25 dataset.

net charge: -2
highest occupied orbital energy (alpha / beta): -0.14 / -2.42 eV
total energy: -215100.4739 eV
⟨S²⟩: 3.806
energy relative to the best compared isomer or geometry (same formula, charge and spin): 22.4 kcal/mol
Kohn-Sham gap (alpha / beta): 3.50 / 5.77 eV
LUMO (alpha / beta): 3.363 / 3.347 eV
2S+1: 4

The geometry in XYZ format:
```
141
Properties=species:S:1:pos:R:3:forces:R:3:mulliken_charge:R:1
Ti 0.677 -0.604 0.304 -0.16 -0.64 -1.13 -0.587
C 3.526 -4.711 2.929 -0.21 -0.08 0.09 -1.125
N 2.656 -3.946 2.035 0.27 -0.70 0.30 1.515
C 2.408 -2.655 2.055 -0.05 0.53 0.15 -1.350
N 1.360 -2.377 1.298 0.19 -0.75 -0.04 1.465
C 0.990 -3.617 0.828 -0.01 0.15 0.20 -1.405
N 1.752 -4.584 1.258 0.06 0.01 0.05 -0.892
C 2.703 -5.457 3.964 -0.25 0.03 0.03 1.105
C 3.057 -6.752 4.356 0.09 -0.07 -0.01 -0.897
C 2.193 -7.460 5.220 -0.05 0.15 -0.01 -0.462
C 1.001 -6.925 5.649 0.10 0.09 -0.08 -1.106
C 0.631 -5.601 5.258 0.08 -0.02 -0.08 -0.143
C 1.549 -4.876 4.443 0.08 -0.04 0.08 -0.467
C -0.621 -5.030 5.541 -0.23 -0.05 0.10 0.582
N -1.730 -5.548 6.081 0.00 0.24 -0.07 -0.655
N -2.699 -4.602 5.983 0.22 0.08 -0.10 -0.573
C -2.178 -3.544 5.415 0.07 -0.38 0.08 0.270
O -0.852 -3.736 5.119 -0.10 0.03 0.04 -0.218
C -2.756 -2.273 5.084 0.07 0.25 -0.05 0.164
C -4.144 -2.053 5.030 0.02 0.02 -0.03 -1.109
C -4.636 -0.811 4.674 0.05 0.01 0.11 -0.753
C -3.776 0.256 4.391 -0.08 0.01 0.03 -0.612
C -2.406 0.056 4.467 0.15 -0.23 -0.05 0.519
C -1.438 1.203 4.295 -0.17 -0.28 0.05 -0.492
N -0.255 0.859 3.509 -0.53 0.61 0.02 2.124
C -0.125 0.845 2.168 0.62 -1.91 0.57 -0.655
N 1.180 0.559 1.893 -0.57 0.87 1.67 0.380
C 1.761 0.561 3.123 0.37 0.04 -0.51 -1.045
N 0.928 0.746 4.110 0.11 0.14 0.28 -0.943
C -1.902 -1.197 4.790 -0.09 -0.02 0.02 0.128
H 4.212 -4.002 3.392 0.06 0.10 -0.05 0.214
H 4.099 -5.409 2.324 0.06 -0.02 -0.08 0.443
H 2.989 -1.949 2.626 0.00 -0.03 -0.03 0.388
H 0.125 -3.774 0.205 0.04 0.11 -0.07 0.891
H 3.966 -7.212 3.978 -0.10 0.00 0.01 0.352
H 2.464 -8.466 5.526 -0.03 0.03 -0.02 0.347
H 0.316 -7.499 6.262 0.06 0.02 -0.02 0.454
H 1.277 -3.869 4.146 -0.03 -0.09 -0.08 0.580
H -4.813 -2.879 5.243 0.04 0.06 -0.02 0.475
H -5.707 -0.657 4.615 0.02 -0.03 -0.02 0.377
H -4.176 1.230 4.124 0.03 -0.08 -0.02 0.381
H -1.058 1.493 5.270 0.13 0.14 0.03 0.406
H -1.921 2.067 3.843 -0.01 0.04 -0.10 -0.315
H -0.917 0.416 1.506 -0.05 1.05 0.04 0.220
H 2.822 0.455 3.283 -0.03 -0.04 -0.04 0.628
H -0.830 -1.350 4.849 -0.05 0.00 -0.03 0.667
C -2.688 2.269 -1.345 0.06 0.09 0.45 0.581
C -3.378 2.929 -0.125 0.45 -0.02 -0.13 -0.994
C -2.643 2.663 1.201 0.13 -0.07 0.30 -0.791
Sb -0.588 3.457 1.046 -0.26 1.24 -0.12 0.291
C 0.571 3.887 2.854 -0.29 -0.48 0.26 0.690
C 1.933 3.688 2.637 0.08 0.06 0.14 -0.618
C 2.870 3.956 3.635 -0.15 0.08 -0.03 -0.696
C 2.447 4.420 4.872 -0.02 -0.03 -0.09 -0.488
C 1.090 4.615 5.107 -0.04 -0.02 -0.11 -0.668
C 0.162 4.357 4.104 0.09 -0.03 0.02 -0.028
C -1.502 5.445 1.270 0.05 0.16 -0.38 0.763
C -1.230 6.454 0.339 -0.08 -0.07 0.18 -0.527
C -1.857 7.696 0.413 0.01 -0.06 0.07 -0.570
C -2.761 7.959 1.433 0.03 -0.14 0.06 -0.490
C -3.022 6.980 2.388 0.11 0.00 -0.14 -0.829
C -2.400 5.739 2.300 0.00 0.05 -0.12 -0.221
Sb -1.316 3.613 -2.315 -0.10 -0.02 -0.63 1.078
C -2.851 4.919 -3.127 -0.09 0.17 0.01 0.465
C -4.213 4.616 -3.162 0.08 0.13 -0.01 -0.089
C -5.134 5.517 -3.691 0.11 0.03 -0.01 -0.659
C -4.704 6.733 -4.209 0.08 -0.07 0.04 -0.389
C -3.349 7.048 -4.194 0.00 -0.12 0.05 -0.566
C -2.435 6.151 -3.648 -0.17 -0.14 0.04 -0.708
C -1.037 2.620 -4.198 0.04 -0.07 -0.03 0.577
C -1.997 1.786 -4.768 0.08 0.14 -0.02 -0.376
C -1.780 1.214 -6.017 -0.01 0.02 -0.04 -0.456
C -0.601 1.475 -6.706 -0.11 0.17 0.08 -0.485
C 0.375 2.284 -6.135 -0.16 0.14 0.09 -0.429
C 0.156 2.853 -4.884 -0.18 -0.09 -0.12 -0.891
H -3.407 1.885 -2.066 -0.03 0.00 -0.04 0.683
H -2.092 1.415 -1.008 -0.08 -0.01 -0.11 -1.610
H -4.390 2.530 -0.025 -0.04 -0.01 0.01 0.344
H -3.480 4.010 -0.274 -0.10 0.01 0.05 0.469
H -2.618 1.589 1.394 -0.06 -0.01 -0.03 0.601
H -3.171 3.150 2.020 -0.03 -0.05 0.06 0.649
H 2.270 3.319 1.671 0.02 -0.03 0.02 0.387
H 3.925 3.800 3.442 -0.01 0.01 -0.01 0.448
H 3.170 4.637 5.650 -0.02 -0.04 0.00 0.376
H 0.754 4.968 6.074 0.00 0.02 -0.01 0.388
H -0.888 4.542 4.303 0.05 -0.04 0.01 0.156
H -0.523 6.265 -0.462 -0.05 -0.01 -0.03 0.337
H -1.646 8.456 -0.331 0.00 -0.04 -0.01 0.404
H -3.264 8.916 1.483 0.01 0.01 0.01 0.376
H -3.718 7.182 3.193 -0.01 -0.02 0.00 0.410
H -2.637 4.986 3.047 -0.03 0.05 -0.06 0.074
H -4.568 3.667 -2.772 0.01 0.06 -0.01 0.213
H -6.190 5.271 -3.702 0.03 -0.02 0.00 0.390
H -5.420 7.435 -4.622 0.01 -0.03 0.01 0.360
H -3.008 7.992 -4.606 0.00 -0.03 0.03 0.376
H -1.377 6.404 -3.630 -0.08 0.03 -0.01 0.320
H -2.923 1.574 -4.245 0.04 -0.07 -0.02 0.310
H -2.528 0.553 -6.441 0.05 0.02 0.05 0.384
H -0.438 1.040 -7.687 -0.07 0.02 0.07 0.485
H 1.309 2.461 -6.656 -0.02 -0.01 0.03 0.347
H 0.916 3.483 -4.436 0.06 -0.05 -0.01 0.305
S -2.929 -2.111 -3.547 -0.06 0.02 -0.02 -0.725
Sb -1.211 -0.961 -2.559 -0.62 0.05 -0.68 0.726
S -1.435 -1.449 -0.144 -0.22 -0.04 0.35 -0.758
S 0.820 1.070 -1.338 0.32 0.31 -0.14 -0.244
C 1.876 -0.375 -1.321 -0.32 -0.32 -0.49 -1.068
Ge 1.709 -1.983 -2.573 1.15 -0.09 -0.35 1.705
C 3.379 -2.909 -1.823 0.12 -0.11 -0.02 -0.225
C 4.075 -2.495 -0.683 0.16 -0.22 -0.15 -0.669
C 5.203 -3.174 -0.213 -0.12 0.02 -0.09 -0.284
C 5.674 -4.292 -0.885 -0.05 0.04 -0.05 -0.672
C 5.015 -4.718 -2.036 -0.09 0.10 0.03 -0.852
C 3.888 -4.039 -2.486 0.04 0.09 0.15 -0.087
C 2.375 -1.422 -4.376 -0.05 0.19 -0.13 0.159
C 1.520 -0.818 -5.309 0.21 -0.06 -0.01 0.095
C 1.948 -0.520 -6.600 0.05 -0.13 0.02 -0.649
C 3.255 -0.793 -6.986 -0.01 -0.02 0.09 -0.703
C 4.134 -1.346 -6.063 -0.11 -0.02 0.13 -0.792
C 3.697 -1.656 -4.776 -0.16 0.11 -0.13 -0.309
C 0.783 -3.701 -3.072 -0.20 0.06 0.28 0.516
C 0.090 -3.772 -4.281 0.09 -0.18 0.05 -0.375
C -0.520 -4.951 -4.693 0.09 0.03 0.04 -0.689
C -0.480 -6.079 -3.883 0.00 0.05 -0.01 -0.601
C 0.199 -6.026 -2.673 0.05 0.10 0.00 -1.000
C 0.837 -4.852 -2.281 -0.09 0.01 -0.11 -0.109
H 2.917 -0.079 -1.407 0.18 -0.23 -0.01 1.174
H 3.739 -1.621 -0.146 -0.04 0.08 0.04 -0.139
H 5.714 -2.825 0.680 -0.04 -0.01 -0.04 0.389
H 6.546 -4.825 -0.522 -0.03 0.02 -0.02 0.363
H 5.379 -5.584 -2.579 -0.03 0.02 0.02 0.383
H 3.385 -4.390 -3.382 0.03 -0.03 0.05 0.550
H 0.500 -0.573 -5.030 0.01 -0.01 -0.02 -0.115
H 1.250 -0.083 -7.307 0.21 -0.11 0.11 0.292
H 3.586 -0.570 -7.994 -0.01 0.00 0.02 0.365
H 5.161 -1.554 -6.346 -0.01 0.02 0.01 0.390
H 4.399 -2.093 -4.078 0.01 -0.01 -0.01 0.286
H 0.025 -2.902 -4.920 -0.07 0.03 0.00 0.253
H -1.036 -4.978 -5.646 -0.04 0.02 0.08 0.375
H -0.987 -6.989 -4.187 0.05 0.04 0.01 0.331
H 0.243 -6.898 -2.028 -0.01 0.03 -0.02 0.422
H 1.400 -4.855 -1.356 0.01 -0.01 -0.04 0.564
```
Forces are in eV/Å.